Entry 1:
{"formula": "CHBrNO2", "method": "wB97M-V/def2-TZVPD", "symbols": ["C", "N", "O", "O", "Br", "H"], "positions_angstrom": [[-0.97, -0.31, 0.42], [-0.44, 0.63, -0.35], [-0.93, -1.48, 0.25], [-0.42, 2.01, -0.32], [1.86, -0.99, 0.03], [0.89, 0.13, -0.03]], "nbo_charge": [0.58, -0.24, -0.55, -0.61, -0.44, 0.26], "e_tot_ha": -2817.87446, "orbital_gap_ev": [7.0, 7.0], "charge": -1, "e_above_lowest_kj_mol": 357.7}

Entry 2:
{"formula": "CHBrOS2", "method": "wB97M-V/def2-TZVPD", "symbols": ["C", "O", "S", "S", "Br", "H"], "positions_angstrom": [[0.98, 0.34, 0.07], [-1.30, 1.13, 0.28], [1.86, 1.55, -0.14], [0.69, -1.28, 0.42], [-2.30, -0.31, 0.26], [0.06, -1.42, -0.89]], "nbo_charge": [-0.29, -0.85, 0.42, 0.23, 0.26, 0.22], "e_tot_ha": -3484.14715, "orbital_gap_ev": [6.4, 6.4], "e_above_lowest_kj_mol": 502.1}

Entry 3:
{"formula": "CHBrS", "method": "wB97M-V/def2-TZVPD", "symbols": ["C", "S", "Br", "H"], "positions_angstrom": [[0.26, -0.17, 0.74], [1.80, 1.39, 1.68], [0.25, -1.74, 1.66], [-0.48, -0.17, -0.19]], "nbo_charge": [-0.28, -0.17, 0.24, 0.22], "e_tot_ha": -3010.70664, "orbital_gap_ev": [7.3, 6.1], "e_above_lowest_kj_mol": 404.9}

Entry 4:
{"formula": "CHCl2FS2", "method": "wB97M-V/def2-TZVPD", "symbols": ["C", "F", "S", "S", "Cl", "Cl", "H"], "positions_angstrom": [[0.63, 0.82, 0.83], [-0.29, 1.58, 1.34], [-1.23, -0.89, -0.52], [-1.07, -2.73, -1.20], [1.63, 0.08, 1.95], [1.49, 1.40, -0.59], [-1.15, -0.26, -1.81]], "nbo_charge": [0.24, -0.30, 0.02, -0.16, 0.06, 0.00, 0.15], "e_tot_ha": -1855.22597, "orbital_gap_ev": [6.9, 8.3], "e_above_lowest_kj_mol": 203.6}

Entry 5:
{"formula": "CHCl2N2O2", "method": "wB97M-V/def2-TZVPD", "symbols": ["O", "N", "O", "N", "C", "Cl", "Cl", "H"], "positions_angstrom": [[-0.95, -1.63, -0.20], [-0.28, -1.18, 0.76], [-0.13, -1.79, 1.82], [0.40, 0.01, 0.68], [0.29, 0.71, -0.48], [1.66, 1.74, -0.65], [-1.21, 1.90, -0.38], [0.21, 0.24, -1.55]], "nbo_charge": [-0.52, 0.61, -0.47, -0.52, -0.03, -0.04, -0.25, 0.21], "e_tot_ha": -1219.03648, "orbital_gap_ev": 8.4, "charge": -1, "e_above_lowest_kj_mol": 30.0}

Entry 6:
{"formula": "CHCl2NO3S", "method": "wB97M-V/def2-TZVPD", "symbols": ["C", "N", "O", "O", "O", "S", "Cl", "Cl", "H"], "positions_angstrom": [[-1.61, -0.25, -0.40], [0.15, -0.96, -0.16], [-2.33, -0.88, 0.26], [1.40, 0.88, -1.16], [2.27, -0.18, 0.87], [1.19, 0.23, 0.09], [-1.29, 0.92, -1.40], [0.01, 1.63, 1.13], [0.22, -1.38, 0.77]], "nbo_charge": [0.63, -1.01, -0.41, -0.93, -0.89, 2.26, 0.28, -0.32, 0.38], "e_tot_ha": -1637.66159, "orbital_gap_ev": 10.6, "e_above_lowest_kj_mol": 185.7}

Entry 7:
{"formula": "CHCl2O3S", "method": "wB97M-V/def2-TZVPD", "symbols": ["C", "O", "O", "O", "S", "Cl", "Cl", "H"], "positions_angstrom": [[-0.99, -0.37, -0.15], [0.79, 1.51, -0.69], [0.91, 0.40, 1.48], [2.48, -0.23, -0.33], [1.14, 0.33, 0.01], [-1.24, -1.67, 1.04], [-1.72, -0.62, -1.69], [-1.38, 0.66, 0.33]], "nbo_charge": [-0.31, -0.97, -0.96, -0.99, 2.03, -0.03, 0.00, 0.24], "spin_multiplicity": 3, "e_tot_ha": -1582.90893, "orbital_gap_ev": [5.2, 6.8], "charge": -1, "e_above_lowest_kj_mol": 63.6}

Entry 8:
{"formula": "CHCl3", "method": "wB97M-V/def2-TZVPD", "symbols": ["C", "Cl", "Cl", "Cl", "H"], "positions_angstrom": [[-0.01, 0.14, -0.07], [1.04, 0.70, 1.21], [-1.63, -0.41, 0.45], [0.63, -1.34, -0.75], [-0.02, 0.91, -0.84]], "nbo_charge": [-0.29, 0.03, 0.01, 0.01, 0.23], "e_tot_ha": -1419.26422, "orbital_gap_ev": 11.6, "e_above_lowest_kj_mol": 20.1}

Entry 9:
{"formula": "CHCl3OS", "method": "wB97M-V/def2-TZVPD", "symbols": ["C", "O", "S", "Cl", "Cl", "Cl", "H"], "positions_angstrom": [[0.22, -0.75, 0.27], [-1.86, -1.46, -1.48], [-1.63, -1.51, -0.06], [0.32, -0.18, 1.95], [1.51, -1.95, 0.04], [-2.66, 0.06, 0.82], [0.19, -0.07, -0.49]], "nbo_charge": [-0.39, -0.88, 1.26, 0.02, 0.02, -0.24, 0.21], "e_tot_ha": -1892.66252, "orbital_gap_ev": 9.9, "e_above_lowest_kj_mol": 32.8}

Entry 10:
{"formula": "CHClF2O", "method": "wB97M-V/def2-TZVPD", "symbols": ["C", "O", "F", "F", "Cl", "H"], "positions_angstrom": [[-1.10, 0.91, 0.48], [0.11, 0.42, 0.48], [-1.52, 1.92, 1.15], [-2.13, 0.27, 0.02], [-0.79, 1.91, -2.33], [0.67, 0.70, -0.25]], "nbo_charge": [1.28, -0.66, -0.21, -0.21, -0.80, 0.59], "e_tot_ha": -773.77276, "orbital_gap_ev": 6.7, "e_above_lowest_kj_mol": 289.6}